(1)
# C36H36Br3N7

A cluster of 8 separate species, C36H36Br3N7 in total in a non-equilibrium geometry (ωB97M-V/def2-TZVPD, the Open Molecules 2025 dataset).

Last column: Löwdin charge in e.
Cartesian coordinates (Å):
C (2.2680, 5.1971, 5.3831)  -1.434
Br (2.5389, 5.6750, 3.4375)  0.580
Br (2.6026, 6.7558, 6.6397)  0.560
Br (3.1130, 3.4975, 6.0017)  0.555
H (1.2135, 4.9269, 5.4392)  -0.041
N (-0.3126, -4.9027, -0.1626)  0.051
C (0.4159, -3.8249, 0.3359)  -0.158
C (1.3566, -4.0273, 1.3566)  -0.086
C (1.4064, -5.2540, 2.0775)  -0.067
C (0.6457, -6.2862, 1.5792)  -0.085
C (-0.2591, -6.1129, 0.5039)  -0.114
H (0.3184, -2.9653, -0.3106)  0.078
H (1.9906, -3.1994, 1.6376)  0.079
H (2.1031, -5.3063, 2.9009)  0.099
H (0.5144, -7.3051, 1.9124)  0.097
H (-0.8067, -7.0264, 0.3247)  0.097
N (1.2996, -2.7686, 4.5748)  0.071
C (2.3062, -2.1503, 5.2452)  -0.133
C (2.1475, -1.0301, 6.0308)  -0.074
C (0.8884, -0.4870, 6.1955)  -0.088
C (-0.1065, -1.0629, 5.4907)  -0.095
C (0.1053, -2.2463, 4.8143)  -0.163
H (3.2798, -2.5708, 5.0411)  0.107
H (2.9961, -0.5605, 6.5059)  0.106
H (0.7324, 0.3829, 6.8163)  0.113
H (-1.1180, -0.6852, 5.4631)  0.112
H (-0.6360, -2.8238, 4.2821)  0.105
N (4.1510, 0.8993, -3.7381)  0.064
C (3.6070, 0.5372, -4.9340)  -0.142
C (2.3691, 0.9178, -5.2932)  -0.085
C (1.6921, 1.8632, -4.5397)  -0.082
C (2.2094, 2.2643, -3.3347)  -0.101
C (3.4404, 1.7360, -2.9583)  -0.159
H (4.2004, -0.2019, -5.4519)  0.107
H (1.8322, 0.3970, -6.0722)  0.103
H (0.6988, 2.2630, -4.6813)  0.090
H (1.6393, 2.9722, -2.7513)  0.064
H (3.6535, 1.9949, -1.9317)  0.088
N (-3.2053, -0.3297, -0.2282)  0.051
C (-2.4005, -0.8912, 0.6499)  -0.187
C (-2.5416, -2.2225, 1.0783)  -0.030
C (-3.6516, -2.8917, 0.4770)  -0.095
C (-4.5056, -2.3510, -0.3716)  -0.074
C (-4.1708, -1.0534, -0.7706)  -0.152
H (-1.7449, -0.1805, 1.1312)  0.081
H (-1.8707, -2.6621, 1.8015)  0.084
H (-3.8734, -3.9051, 0.7775)  0.111
H (-5.4153, -2.8721, -0.6315)  0.119
H (-4.8392, -0.4506, -1.3674)  0.110
N (-0.6993, -0.9620, -4.6153)  0.054
C (-0.9917, -1.0702, -3.2851)  -0.153
C (-1.8308, -2.0298, -2.7505)  -0.029
C (-2.4390, -2.9309, -3.7846)  -0.034
C (-2.2494, -2.6798, -5.1144)  -0.093
C (-1.3589, -1.6950, -5.5044)  -0.151
H (-0.4212, -0.4288, -2.6298)  0.076
H (-2.0452, -2.1060, -1.6947)  0.051
H (-3.1101, -3.7024, -3.4370)  0.097
H (-2.5510, -3.5142, -5.7303)  0.106
H (-1.0710, -1.6241, -6.5429)  0.105
N (1.4503, 2.8193, 2.0536)  0.225
C (1.0493, 2.5575, 0.7511)  0.002
C (0.7583, 1.2475, 0.3243)  -0.023
C (0.8885, 0.1926, 1.1399)  -0.054
C (1.2325, 0.3949, 2.4712)  0.021
C (1.5790, 1.7178, 2.9037)  -0.012
H (0.9042, 3.4208, 0.1187)  0.101
H (0.3737, 0.9773, -0.6481)  0.121
H (0.7028, -0.8225, 0.8213)  0.111
H (1.2598, -0.4575, 3.1338)  0.091
H (1.7647, 1.9214, 3.9480)  0.062
N (-0.2532, 4.4799, -1.8643)  0.037
C (-0.4395, 5.8318, -1.5147)  -0.094
C (-1.4300, 6.5815, -2.1414)  -0.071
C (-2.2536, 5.9415, -3.0499)  -0.075
C (-2.0257, 4.6429, -3.5075)  -0.033
C (-0.9777, 4.0015, -2.8534)  -0.186
H (0.1231, 6.2883, -0.7138)  0.094
H (-1.5303, 7.6075, -1.8195)  0.105
H (-3.1233, 6.4288, -3.4653)  0.108
H (-2.7166, 4.3415, -4.2809)  0.112
H (-0.8472, 2.9566, -3.0936)  0.091

Output
- DFT total energy: -9498.2343 hartree
- Charge: +1
- Spin multiplicity: 2
- Strongest force on any atom: 5.97 eV Å⁻¹
- Frontier orbital gap (spin up / spin down): 7.25 / 3.15 eV

(2)
# C34H47F9IN8O7P3S3

A structure of composition C34H47F9IN8O7P3S3 in a non-equilibrium geometry (ωB97M-V/def2-TZVPD, the Open Molecules 2025 dataset).

Last column: Löwdin charge in e.
Cartesian coordinates (Å):
O (-0.6630, 3.5572, 5.6844)  -0.351
P (-1.2922, 3.5915, 4.3646)  0.228
O (-2.8918, 3.5968, 4.3712)  -0.171
O (-0.9060, 4.9351, 3.6044)  -0.153
P (-0.8528, 1.7369, 3.2985)  0.823
C (0.9109, 1.3929, 3.6756)  -0.480
C (2.0544, 1.6750, 2.8198)  -0.223
P (1.6861, 2.5435, 1.2415)  0.160
O (2.9343, 3.3959, 0.7676)  -0.199
O (0.6397, 3.7025, 1.6170)  -0.261
S (1.0282, 1.3635, -0.0986)  0.397
C (3.3231, 1.2338, 3.1928)  -0.159
S (4.8795, 1.4419, 2.2783)  0.782
O (5.9022, 0.7050, 2.9376)  -0.266
O (5.1558, 2.8234, 2.0340)  -0.260
C (4.6384, 0.5249, 0.6620)  -0.452
F (3.5932, -0.3194, 0.8531)  0.074
F (4.3501, 1.3560, -0.3262)  0.126
C (5.8491, -0.3707, 0.2281)  -0.364
F (5.8473, -0.4353, -1.1193)  0.153
F (7.0110, 0.2026, 0.5688)  0.157
C (5.8245, -1.8260, 0.7994)  -0.330
F (5.4769, -1.8267, 2.0909)  0.157
F (7.0888, -2.2836, 0.7223)  0.157
C (4.9004, -2.8588, 0.0291)  -0.527
F (4.0877, -3.4535, 0.9022)  0.180
F (5.6466, -3.8011, -0.5492)  0.174
F (4.1451, -2.2848, -0.9071)  0.167
C (3.4650, 0.5524, 4.4474)  -0.314
N (4.5799, 0.0842, 5.0141)  -0.234
S (4.2012, -0.5453, 6.4137)  1.083
N (2.6164, -0.3179, 6.4129)  -0.234
C (2.3363, 0.3088, 5.2776)  -0.437
C (1.0629, 0.7265, 4.8458)  -0.641
I (-0.5110, 0.2626, 6.1291)  1.027
H (-3.2238, 2.7069, 4.1828)  0.047
H (-1.4686, 5.0743, 2.8319)  0.079
H (-0.9391, 1.9892, 1.9248)  -0.094
H (3.2611, 4.0362, 1.4152)  0.093
H (0.7442, 4.3989, 0.9537)  0.095
C (4.0395, -2.4786, -6.3188)  -0.110
C (4.3563, -3.0872, -4.9574)  -0.255
C (3.2086, -3.9427, -4.4089)  -0.185
C (2.0043, -3.1524, -4.1594)  -0.221
N (1.0557, -2.5334, -3.9741)  0.170
H (3.1849, -1.8019, -6.2580)  0.057
H (4.8894, -1.9066, -6.6899)  0.075
H (3.8101, -3.2543, -7.0526)  0.079
H (4.5942, -2.2956, -4.2480)  0.108
H (5.2426, -3.7186, -5.0374)  0.110
H (3.5066, -4.4202, -3.4741)  0.115
H (2.9670, -4.7428, -5.1109)  0.121
C (-0.2931, -1.5451, 11.5011)  -0.104
C (-0.6366, -1.4792, 10.0177)  -0.273
C (0.3146, -2.3029, 9.1448)  -0.200
C (1.6822, -1.7954, 9.1875)  -0.238
N (2.7482, -1.3739, 9.1890)  0.147
H (0.6973, -1.1318, 11.6954)  0.075
H (-1.0120, -0.9736, 12.0879)  0.071
H (-0.3088, -2.5752, 11.8616)  0.077
H (-0.6265, -0.4396, 9.6825)  0.096
H (-1.6502, -1.8557, 9.8619)  0.101
H (-0.0183, -2.2810, 8.1058)  0.076
H (0.3118, -3.3482, 9.4598)  0.122
C (-1.9637, -0.8377, -4.3748)  -0.123
C (-3.2320, -0.8099, -3.5294)  -0.256
C (-3.6424, 0.6194, -3.1522)  -0.190
C (-2.6353, 1.2518, -2.3024)  -0.227
N (-1.8436, 1.7489, -1.6360)  0.134
H (-1.1124, -0.4276, -3.8311)  0.063
H (-1.7114, -1.8599, -4.6521)  0.059
H (-2.1006, -0.2594, -5.2903)  0.044
H (-3.0919, -1.4036, -2.6243)  0.111
H (-4.0509, -1.2717, -4.0843)  0.106
H (-4.5946, 0.6181, -2.6193)  0.115
H (-3.7810, 1.2209, -4.0522)  0.117
C (-5.2180, 2.5211, 9.0484)  -0.104
C (-5.2450, 1.0215, 9.3197)  -0.258
C (-4.1613, 0.2610, 8.5484)  -0.197
C (-4.3490, 0.3478, 7.1015)  -0.251
N (-4.5018, 0.4311, 5.9672)  0.156
H (-5.4140, 2.7375, 7.9975)  0.073
H (-5.9787, 3.0297, 9.6397)  0.072
H (-4.2483, 2.9497, 9.3072)  0.079
H (-6.2260, 0.6165, 9.0661)  0.112
H (-5.0927, 0.8402, 10.3850)  0.108
H (-4.1658, -0.7930, 8.8323)  0.115
H (-3.1741, 0.6554, 8.8005)  0.110
C (1.4710, 0.6701, -9.8974)  -0.107
C (1.6433, 0.0495, -8.5161)  -0.262
C (0.4248, -0.7666, -8.0725)  -0.179
C (-0.7710, 0.0574, -7.9164)  -0.213
N (-1.7127, 0.6945, -7.7615)  0.167
H (0.6390, 1.3756, -9.9134)  0.072
H (2.3704, 1.2116, -10.1890)  0.072
H (1.2815, -0.0965, -10.6510)  0.077
H (1.8452, 0.8313, -7.7822)  0.115
H (2.5105, -0.6132, -8.5199)  0.097
H (0.6254, -1.2527, -7.1149)  0.108
H (0.2149, -1.5592, -8.7930)  0.124
C (-6.4654, 0.6960, -10.5921)  -0.112
C (-6.1694, 1.0970, -9.1517)  -0.262
C (-4.9580, 0.3638, -8.5662)  -0.215
C (-5.1753, -1.0782, -8.4714)  -0.243
N (-5.3463, -2.2108, -8.3960)  0.138
H (-6.7153, -0.3634, -10.6645)  0.071
H (-7.3093, 1.2638, -10.9836)  0.070
H (-5.6047, 0.8870, -11.2357)  0.075
H (-7.0476, 0.9108, -8.5308)  0.110
H (-5.9695, 2.1687, -9.1068)  0.107
H (-4.7375, 0.7443, -7.5685)  0.104
H (-4.0691, 0.5516, -9.1683)  0.097

Output
- DFT total energy: -5703.6773 hartree
- Charge: 0
- Strongest force on any atom: 1.31 eV Å⁻¹
- Frontier orbital gap: 7.12 eV
- Energy above the lowest of the compared OMol25 structures with the same formula, charge and spin: 0.0 kJ/mol

(3)
# C10H20O6Si

A structure of composition C10H20O6Si in a non-equilibrium geometry (ωB97M-V/def2-TZVPD, the Open Molecules 2025 dataset).

Last column: natural (NBO) charge in e.
Cartesian coordinates (Å):
O (0.7756, -3.0860, 1.5369)  -0.574
O (-1.2338, 1.5933, 1.6754)  -0.578
O (2.0388, -1.4861, 0.5107)  -0.885
O (0.8223, 0.5414, 1.5848)  -0.888
O (1.5978, 0.9732, -0.8885)  -0.885
O (-0.3767, -0.8163, -0.5105)  -0.924
C (1.8127, -2.7137, 1.0576)  0.836
C (-0.0857, 1.4615, 1.9941)  0.825
C (2.8845, -3.7751, 0.8885)  -0.708
C (0.5109, 2.4230, 2.9656)  -0.724
C (0.2109, 1.4542, -3.3966)  -0.611
C (-3.2792, -0.2951, -0.2482)  -0.612
C (0.6251, 1.9755, -0.9865)  -0.083
C (-1.2296, -1.4469, 0.4387)  -0.107
C (0.6283, 2.5690, -2.3868)  -0.417
C (-2.6369, -1.6114, -0.1529)  -0.406
Si (1.0138, -0.2514, 0.1149)  2.487
H (2.5718, -4.4115, 0.1077)  0.245
H (3.7859, -3.2757, 0.5370)  0.221
H (3.0900, -4.2313, 1.8686)  0.246
H (1.3320, 2.0268, 3.5097)  0.226
H (0.8289, 3.3093, 2.4098)  0.239
H (-0.1497, 2.7831, 3.7302)  0.237
H (0.1904, 1.7202, -4.4313)  0.209
H (-0.7899, 1.1591, -3.2054)  0.200
H (0.8166, 0.5781, -3.2704)  0.213
H (-2.6933, 0.3410, -0.9964)  0.207
H (-3.2025, 0.1335, 0.7246)  0.217
H (-4.3227, -0.4279, -0.4699)  0.209
H (0.8812, 2.6651, -0.2036)  0.172
H (-0.3147, 1.4618, -0.8291)  0.188
H (-1.3831, -0.7537, 1.2651)  0.176
H (-0.6787, -2.3870, 0.7046)  0.227
H (1.6831, 2.8085, -2.6310)  0.206
H (0.0152, 3.5296, -2.6114)  0.218
H (-2.5704, -2.2718, -1.0249)  0.204
H (-3.1688, -2.2662, 0.6191)  0.196

Output
- DFT total energy: -1134.1275 hartree
- Charge: 0
- Strongest force on any atom: 3.60 eV Å⁻¹
- Frontier orbital gap: 10.69 eV
- Energy above the lowest of the compared OMol25 structures with the same formula, charge and spin: 76.1 kJ/mol

(4)
# C3H8N2O

An isolated molecule of C3H8N2O in a non-equilibrium geometry (ωB97M-V/def2-TZVPD, the Open Molecules 2025 dataset).

Last column: natural (NBO) charge in e.
Cartesian coordinates (Å):
C (-0.7651, -0.2071, 2.3133)  -0.430
C (-0.4562, 0.4370, 0.1191)  0.251
C (0.9105, -0.8172, -1.5155)  -0.461
H (0.0625, -0.4201, 2.9858)  0.203
H (-1.6137, -0.8702, 2.5640)  0.201
H (-0.9725, 0.8886, 2.4744)  0.171
H (-1.0286, 1.3963, 0.2341)  0.165
H (1.7351, -1.0927, -0.6741)  0.217
H (1.2982, -0.5236, -2.5986)  0.215
H (0.1584, -1.7664, -1.5262)  0.221
H (0.2780, 1.6558, -2.5510)  0.468
N (-0.2788, -0.4994, 0.9658)  -0.467
N (0.0309, 0.3229, -1.1951)  -0.190
O (0.6414, 1.4960, -1.5958)  -0.565

Output
- DFT total energy: -303.7456 hartree
- Charge: 0
- Strongest force on any atom: 3.33 eV Å⁻¹
- Frontier orbital gap: 9.59 eV
- Energy above the lowest of the compared OMol25 structures with the same formula, charge and spin: 384.8 kJ/mol
- SMILES: C/N=C/N(C)O

(5)
# C7H6MnNO7

A structure of composition C7H6MnNO7 in a non-equilibrium geometry (ωB97M-V/def2-TZVPD, the Open Molecules 2025 dataset).

Last column: natural (NBO) charge in e.
Cartesian coordinates (Å):
O (-3.0139, -2.5961, 3.2241)  -0.507
C (-2.1740, -2.4256, 2.4739)  0.510
Mn (0.4063, 0.0131, -1.0498)  0.762
C (1.7778, 1.3127, -0.9935)  0.449
O (2.6179, 2.1155, -1.0142)  -0.368
C (0.7014, 0.0110, -2.8364)  0.378
O (0.6113, -0.3138, -3.9467)  -0.317
C (-0.8804, 1.2739, -0.6317)  0.474
O (-1.7761, 1.9938, -0.4875)  -0.373
C (1.5482, -1.2930, -0.4159)  0.460
O (2.2571, -2.1703, -0.0888)  -0.344
H (-0.8612, -0.9299, -0.8889)  -0.211
N (1.0378, 2.4006, 3.9227)  -0.701
C (1.0958, 0.8973, 3.8212)  -0.343
C (0.4774, 0.5628, 2.4603)  0.747
O (0.2594, -0.6449, 2.2261)  -0.662
O (0.2680, 1.5978, 1.7441)  -0.789
H (1.9968, 2.7650, 3.8768)  0.432
H (0.6194, 2.7380, 4.8019)  0.436
H (0.5008, 2.7060, 3.0701)  0.481
H (2.1433, 0.6068, 3.8006)  0.236
H (0.6268, 0.4458, 4.6963)  0.250

Output
- DFT total energy: -2002.3088 hartree
- Charge: +1
- Spin multiplicity: 6
- Strongest force on any atom: 10.75 eV Å⁻¹
- Frontier orbital gap (spin up / spin down): 6.52 / 6.41 eV